# 1
DFT (ωB97M-V with the def2-TZVPD basis set) results for a cluster of 2 separate species, C2H4N2O in total at a distorted geometry.

```
9
Properties=species:S:1:pos:R:3:lowdin_charge:R:1
C -0.900 -0.163 0.463 -0.56
C 1.143 -0.093 -0.506 -0.06
N -1.698 0.873 -0.087 0.13
N -2.274 -0.225 0.090 0.15
O 0.023 -0.919 -0.085 -0.11
H -0.577 0.329 2.223 0.18
H 1.116 0.792 0.121 0.07
H 1.062 0.034 -1.634 0.11
H 2.105 -0.628 -0.585 0.09
```

Calculated values
- Orbital gap: 0.3635 Ha
- LUMO level: 0.0034 Ha
- Total energy: -7160.2525 eV
- M: 72.067 g/mol
- Net charge: 0
- HOMO level: -9.799 eV

***

# 2
DFT (ωB97M-V with the def2-TZVPD basis set) results for a cluster of 2 separate species, C2H4N2O in total at a distorted geometry.

```
9
Properties=species:S:1:pos:R:3:lowdin_charge:R:1
C -2.192 -0.043 0.104 -0.19
C 1.254 0.579 0.027 -0.07
N -3.178 0.521 -0.016 -0.04
N -0.226 -1.118 0.386 0.14
O 0.620 -0.557 -0.505 -0.22
H 1.707 0.259 0.888 0.05
H 0.492 1.337 -0.052 0.09
H 2.242 0.841 -0.602 0.15
H -0.719 -1.820 -0.230 0.09
```

Calculated values
- Orbital gap (spin up / spin down): 0.3249 / 0.3249 Ha
- LUMO level (spin up / spin down): -0.0696 / -0.0697 Ha
- Total energy: -7160.3178 eV
- M: 72.067 g/mol
- Net charge: 0
- HOMO level (spin up / spin down): -10.737 / -10.736 eV

***

# 3
DFT (ωB97M-V with the def2-TZVPD basis set) results for the molecule C2H4N2O at a distorted geometry.

```
9
Properties=species:S:1:pos:R:3:lowdin_charge:R:1
C 1.231 -0.745 -0.008 0.04
C -1.108 0.444 0.001 -0.46
N 1.111 0.551 0.022 -0.06
N 0.179 1.317 0.063 0.11
O -0.924 -0.820 0.087 -0.15
H 1.605 -1.270 -0.960 0.13
H 1.266 -1.336 0.973 0.13
H -1.705 0.942 0.796 0.11
H -1.656 0.917 -0.974 0.14
```

Calculated values
- Orbital gap: 0.3305 Ha
- LUMO level: -0.0031 Ha
- Total energy: -7162.2872 eV
- M: 72.067 g/mol
- Net charge: 0
- HOMO level: -9.078 eV

***

# 4
DFT (ωB97M-V with the def2-TZVPD basis set) results for the molecule C2H4N2O at a distorted geometry.

```
9
Properties=species:S:1:pos:R:3:lowdin_charge:R:1
C 0.302 -1.068 -0.111 -0.08
C -0.694 -0.155 -0.175 -0.28
N 1.297 -0.132 0.049 -0.08
N 0.408 1.005 -0.015 0.04
O -2.003 0.107 -0.033 0.06
H 0.479 -2.067 0.003 0.07
H 2.083 0.019 -0.447 0.07
H 0.277 1.245 0.957 0.09
H -2.149 1.045 -0.227 0.12
```

Calculated values
- SMILES: Oc1c[nH][nH]1
- Orbital gap: 0.3214 Ha
- LUMO level: 0.0306 Ha
- Total energy: -7162.7222 eV
- M: 72.067 g/mol
- Net charge: 0
- HOMO level: -7.912 eV

***

# 5
DFT (ωB97M-V with the def2-TZVPD basis set) results for a cluster of 2 separate species, C2H4N2O in total at a distorted geometry.

```
9
Properties=species:S:1:pos:R:3:lowdin_charge:R:1
C -1.444 -0.125 -0.757 0.02
C 0.650 -1.074 0.060 -0.12
N -0.036 2.777 0.789 0.09
N -0.462 -0.191 -0.078 -0.14
O 0.462 1.771 0.428 -0.12
H -2.163 0.690 -0.812 0.03
H 0.286 -1.954 0.375 0.03
H 1.265 -1.346 -0.795 0.08
H 1.443 -0.549 0.789 0.12
```

Calculated values
- Orbital gap (spin up / spin down): 0.2810 / 0.2996 Ha
- LUMO level (spin up / spin down): 0.0151 / -0.0132 Ha
- Total energy: -7160.5513 eV
- M: 72.067 g/mol
- Net charge: 0
- HOMO level (spin up / spin down): -7.236 / -8.510 eV

***

# 6
DFT (ωB97M-V with the def2-TZVPD basis set) results for the molecule C2H4N2O.

```
9
Properties=species:S:1:pos:R:3:lowdin_charge:R:1
N -1.045 -0.359 0.835 0.16
C -0.447 0.514 -0.080 -0.30
N 1.004 0.653 -0.283 0.08
C 0.491 -0.582 -0.757 -0.42
O 0.381 -1.502 0.165 0.00
H -1.294 0.193 1.684 0.08
H -1.007 1.412 -0.345 0.13
H 1.486 0.470 0.600 0.11
H 0.431 -0.799 -1.820 0.15
```

Calculated values
- Orbital gap (spin up / spin down): 0.2974 / 0.3035 Ha
- LUMO level (spin up / spin down): -0.0536 / -0.0473 Ha
- Total energy: -7160.6534 eV
- M: 72.067 g/mol
- Net charge: 0
- HOMO level (spin up / spin down): -9.552 / -9.547 eV

***

Copy entry 6 word for word.
DFT (ωB97M-V with the def2-TZVPD basis set) results for the molecule C2H4N2O.

```
9
Properties=species:S:1:pos:R:3:lowdin_charge:R:1
N -1.045 -0.359 0.835 0.16
C -0.447 0.514 -0.080 -0.30
N 1.004 0.653 -0.283 0.08
C 0.491 -0.582 -0.757 -0.42
O 0.381 -1.502 0.165 0.00
H -1.294 0.193 1.684 0.08
H -1.007 1.412 -0.345 0.13
H 1.486 0.470 0.600 0.11
H 0.431 -0.799 -1.820 0.15
```

Calculated values
- Orbital gap (spin up / spin down): 0.2974 / 0.3035 Ha
- LUMO level (spin up / spin down): -0.0536 / -0.0473 Ha
- Total energy: -7160.6534 eV
- M: 72.067 g/mol
- Net charge: 0
- HOMO level (spin up / spin down): -9.552 / -9.547 eV